# C4H6S

C4H6S in the gas phase at a distorted geometry (ωB97M-V with the def2-TZVPD basis set, the OMol25 dataset).

```
! RIJCOSX wB97M-V def2-TZVPD def2/J DEFGRID3
* xyz 0 1
C -1.092 1.132 -0.174
C -0.160 0.592 -0.857
C 0.644 -0.565 -0.477
C 0.697 -0.956 1.121
S 1.462 -0.546 2.490
H -1.630 0.517 0.776
H -1.950 1.833 -0.522
H 0.129 1.342 -1.807
H 0.733 -1.600 -0.868
H 1.543 -0.221 -0.652
H -0.376 -1.528 0.971
*
```

Properties
structure (SMILES): C=CCC=S
relative energy (zero: lowest compared OMol25 entry of this formula, charge and spin): 91.3 kcal per mole
maximum force: 8.31 eV/Å
Kohn-Sham gap: 8.284 eV